This record from the OMol25 dataset describes 6 unconnected molecules or ions with the total composition C29H60O7P. The level of theory is wB97M-V/def2-TZVPD.

- highest occupied orbital energy (eV) = -2.8
- Kohn-Sham gap (eV) = 5.017
- total energy (Eh) = -2008.77742
- net charge = -1

Positions of all 97 atoms, in Å:
C -6.7494 0.0395 -4.6687
C -5.6836 -0.7415 -4.6568
C -4.3247 -0.2305 -4.9761
O -4.0985 0.7643 -5.6210
O -3.3782 -1.0389 -4.4712
C -2.0838 -0.4614 -4.1888
C -1.6584 -0.8732 -2.7957
C -1.1544 -2.3185 -2.7248
C -1.4645 -3.0366 -1.4081
C -1.1669 -2.2098 -0.1554
C 0.3165 -2.0969 0.1852
P 0.8334 -0.4298 1.0090
H -6.6818 1.1181 -4.6630
H -7.7321 -0.4075 -4.6034
H -5.7574 -1.7872 -4.3854
H -2.1376 0.6191 -4.3002
H -1.3790 -0.8208 -4.9411
H -2.5054 -0.7334 -2.1233
H -0.8706 -0.1894 -2.4758
H -0.0717 -2.3216 -2.8763
H -1.5727 -2.8920 -3.5579
H -2.5164 -3.3483 -1.4166
H -0.8760 -3.9576 -1.3665
H -1.5896 -1.2031 -0.2391
H -1.6905 -2.6744 0.6837
H 0.5829 -2.8721 0.9116
H 0.9512 -2.2475 -0.6985
H -0.3404 0.2723 0.4017
H 0.0076 -0.8084 2.2153
H 1.9949 -1.0743 1.6208
H 1.6716 -0.0370 -0.1865
H 1.1994 0.8517 1.6675
C 6.5727 -0.4589 0.4259
C 6.1836 -1.3107 -0.7846
C 5.0967 -2.2019 -0.1902
O 4.4683 -1.4385 0.8296
C 5.2180 -0.2613 1.0969
H 7.0569 0.4832 0.1675
H 7.2452 -1.0203 1.0812
H 5.7614 -0.6716 -1.5643
H 7.0033 -1.8846 -1.2116
H 5.5354 -3.1071 0.2509
H 4.3421 -2.5057 -0.9178
H 4.6921 0.6065 0.6820
H 5.2763 -0.1334 2.1786
C 4.1654 -2.0105 5.5684
C 3.4298 -0.6713 5.5936
C 4.5846 0.3131 5.4599
O 5.5784 -0.3412 4.6717
C 5.2575 -1.7306 4.5448
H 3.5305 -2.8462 5.2779
H 4.5999 -2.2291 6.5479
H 2.7633 -0.5935 4.7325
H 2.8450 -0.5097 6.4988
H 5.0112 0.5606 6.4403
H 4.2978 1.2401 4.9616
H 4.8824 -1.9166 3.5327
H 6.1659 -2.3153 4.7023
C -6.4211 4.3626 -0.9732
C -7.8172 4.7608 -1.4485
C -7.8477 4.1623 -2.8509
O -7.0297 2.9970 -2.8042
C -6.2752 2.9777 -1.5864
H -6.3114 4.3622 0.1084
H -5.6753 5.0417 -1.3933
H -8.5765 4.2914 -0.8177
H -7.9908 5.8370 -1.4490
H -7.4338 4.8622 -3.5860
H -8.8502 3.8761 -3.1757
H -6.6892 2.2069 -0.9278
H -5.2433 2.7139 -1.8171
C -8.3918 6.3588 3.5722
C -7.1697 5.9771 4.4059
C -6.4764 4.9749 3.4912
O -6.7759 5.3853 2.1551
C -7.8089 6.3682 2.1641
H -8.8322 7.3157 3.8497
H -9.1618 5.5893 3.6590
H -6.5336 6.8505 4.5636
H -7.4164 5.5544 5.3788
H -6.8620 3.9623 3.6477
H -5.3940 4.9536 3.6165
H -7.3752 7.3451 1.9223
H -8.5399 6.1164 1.3940
C 9.5873 -5.7203 -1.4992
C 9.5510 -5.2751 -2.9604
C 8.1862 -4.6001 -3.0385
O 7.9420 -4.0482 -1.7470
C 8.8884 -4.5548 -0.8087
H 10.5926 -5.8927 -1.1168
H 9.0098 -6.6382 -1.3713
H 10.3451 -4.5502 -3.1526
H 9.6558 -6.0933 -3.6720
H 7.3990 -5.3250 -3.2722
H 8.1441 -3.7979 -3.7765
H 9.6005 -3.7614 -0.5547
H 8.3597 -4.8452 0.0998

Computed Mulliken charges, given in elementary charges: C -0.65; C -0.26; C 0.70; O -0.58; O -0.23; C -0.94; C -0.35; C -0.43; C -1.04; C -0.44; C -0.91; P -0.04; H 0.19; H 0.28; H 0.32; H 0.43; H 0.35; H 0.30; H 0.37; H 0.31; H 0.37; H 0.35; H 0.34; H 0.28; H 0.38; H 0.38; H 0.07; H -0.05; H -0.01; H -0.38; H -0.13; H 0.06; C -0.72; C -0.34; C -0.37; O -0.35; C -0.08; H 0.41; H 0.24; H 0.30; H 0.18; H 0.17; H 0.27; H 0.26; H -0.02; C -0.60; C -0.44; C -0.40; O -0.45; C -0.07; H 0.34; H 0.27; H 0.19; H 0.33; H 0.30; H 0.28; H -0.01; H 0.29; C -0.22; C -0.52; C -0.50; O -0.32; C -0.49; H 0.11; H 0.25; H 0.20; H 0.35; H 0.28; H 0.29; H 0.28; H 0.29; C -0.54; C -0.58; C -0.50; O -0.30; C -0.37; H 0.35; H 0.28; H 0.26; H 0.34; H 0.29; H 0.30; H 0.25; H 0.21; C -0.53; C -0.55; C -0.48; O -0.30; C -0.45; H 0.33; H 0.27; H 0.27; H 0.33; H 0.29; H 0.26; H 0.27; H 0.29